Formula: C27H51NO20P4
Source: OMol25
Level of theory: wB97M-V/def2-TZVPD

```
103
Properties=species:S:1:pos:R:3
P 2.87592 -4.00762 1.53578
P 6.29720 0.09472 -3.27542
P 2.31350 6.55937 1.27913
P -0.60280 -4.84132 -3.47076
O 3.76977 6.08280 1.25059
O 6.41864 -1.38905 -2.91167
O -1.52244 -4.56688 -2.03130
O 2.40569 -5.24576 0.55577
O 4.90862 0.32937 -4.13061
O -1.99138 -4.60667 -4.32596
O 1.78946 4.93222 1.54530
O -0.48136 -6.32509 -3.10702
O 3.88240 -5.04934 2.48151
O -4.15314 3.05516 3.41033
O -9.90888 3.21596 1.56540
O 2.83758 8.18635 1.01291
O 5.37756 0.36917 -1.83596
O 1.67882 6.44790 -0.23722
O -8.83027 -1.96363 4.17005
O 7.21671 -0.17979 -4.71476
O 0.31671 -5.11584 -4.91011
O 1.86927 -2.96585 0.59001
O -2.08107 4.02913 2.68355
O 1.89260 -3.89136 2.70548
N -3.88244 -0.82519 1.41091
C 4.81546 0.10032 -5.52076
C -3.97774 3.56718 0.80206
C 3.29976 8.82843 2.18757
C 2.42786 -1.68106 0.40725
C -5.43377 1.37159 0.98336
C -9.00946 -0.70822 3.69253
C 4.71184 -4.35394 3.39483
C 2.73262 -6.59501 0.81328
C -9.58194 2.14028 2.31289
C 6.09818 1.08288 -0.85238
C -6.41577 -0.78831 2.55100
C -7.84312 -0.01216 2.77280
C -2.08454 -4.83572 -5.71611
C 1.71369 -5.17085 -4.68399
C 1.32260 4.71456 2.86089
C -10.66392 1.52528 3.38422
C 8.61369 -0.23481 -4.48864
C 1.86359 7.44314 -1.22160
C -1.69690 -1.53635 2.49679
C -0.80182 -3.85317 -1.04772
C -8.09035 1.45066 2.07335
C -3.44801 3.50417 2.35321
C -4.18371 2.05399 0.12009
C -6.89593 2.15555 1.19428
C -10.35287 0.20506 4.00704
C -5.20650 -0.13042 1.65724
C -3.36348 -1.54950 2.63432
H 3.37794 -1.76509 -0.12728
H -3.15656 1.49518 0.31020
H 1.45077 7.07496 -2.16471
H -3.65430 -1.00207 3.64667
H 2.41617 -6.89811 1.81925
H -1.39524 -1.95813 1.42568
H -1.43547 -3.72829 -0.16649
H 3.54748 9.86541 1.94457
H -1.76355 -5.85223 -5.97624
H -0.52761 -2.86791 -1.43442
H 2.20358 -7.22123 0.08983
H 8.94880 0.69258 -4.01626
H -11.63938 2.14379 3.59398
H -5.00345 4.17611 0.75421
H -3.70891 -2.68740 2.66240
H 2.04880 -4.24346 -4.21160
H 2.21954 -5.28033 -5.64724
H 6.37239 2.06813 -1.23907
H 5.13645 -0.91618 -5.78090
H 1.73659 -1.07604 -0.18416
H -4.38052 2.09534 -1.03239
H 1.02237 3.66883 2.96084
H 2.51327 8.82106 2.94709
H 5.33766 -3.63804 2.85507
H -3.22375 4.20624 0.13354
H 2.11785 4.92980 3.58145
H 5.40946 0.84265 -6.06658
H -1.41094 -0.38573 2.46576
H -7.00720 3.21515 0.69478
H 6.99869 0.52808 -0.57087
H -4.11520 -1.58877 0.70818
H 4.19233 8.32888 2.57102
H 2.92820 7.65761 -1.37845
H -1.49054 -4.09340 -6.26193
H 2.58620 -1.19952 1.37731
H -6.22777 -1.83181 3.04788
H 8.86556 -1.08781 -3.85444
H 0.09869 -4.40797 -0.76622
H 0.45862 5.35561 3.05594
H -1.16253 -2.10527 3.36866
H 3.80968 -6.75388 0.68481
H 5.35725 -5.07704 3.90111
H -2.30427 4.89645 3.17566
H -3.13088 -4.72550 -6.01351
H 3.76912 0.21055 -5.81816
H -11.11314 -0.26684 4.79577
H 1.32462 8.35586 -0.94186
H 9.11954 -0.34428 -5.45189
H 1.96556 -6.02386 -4.04979
H 4.10733 -3.83215 4.14020
H 5.46453 1.20776 0.02886
```

Results
E_tot (eV): -108395.6263
E_HOMO (eV): -8.69
Kohn-Sham gap (eV): 5.826


Formula: C27H52Cl2CrN3O5Si
Source: OMol25
Level of theory: wB97M-V/def2-TZVPD

```
91
Properties=species:S:1:pos:R:3
Cr 0.34010 -0.49917 0.47342
Cl 1.15485 1.47681 -0.30759
Cl 2.44936 3.11576 -6.01554
Si 4.13139 2.19438 -5.24114
O -0.16956 -1.56735 -1.17320
O 0.95879 -0.19208 2.27151
O -0.98393 -2.00185 1.60835
O 2.18899 -1.43856 -0.02817
O -1.45562 0.34829 0.21235
N -2.14276 -1.45550 -2.29827
N 4.46813 -1.18310 0.13520
N -2.19188 -1.71984 3.57427
C -1.52247 -1.27398 2.49304
C -2.66241 -3.10082 3.69084
C 1.70031 -0.97329 3.19255
C -5.37448 0.61809 3.12450
C -2.62822 -0.81690 4.64548
C 3.11231 -0.41888 3.31540
C 1.75282 -2.46013 2.85119
C 4.01139 0.39227 -5.72852
C 3.23677 -0.75736 -0.17864
C 4.79589 -2.60444 0.18459
C -1.39616 -1.84878 -1.27488
C -4.70507 2.37370 -2.54992
C 1.11641 -0.84089 4.59099
C -3.54940 -1.80508 -2.36677
C -4.68619 1.82951 3.21820
C -2.20054 1.49891 0.33915
C 5.65098 2.97404 -6.02140
C -4.02083 1.79202 -1.35695
C -3.65304 2.12465 2.32770
C -2.73563 1.98217 -1.01683
C -5.04569 -0.30564 2.12754
C -3.32437 1.19997 1.34334
C 4.05471 2.49486 -3.39790
C -1.60111 -0.57840 -3.32702
C 5.59879 -0.26096 0.27876
C -4.00554 -0.01116 1.23853
C -1.75160 2.69624 -1.88307
H -2.35811 -3.49961 4.67115
H -3.79901 -2.13466 -3.38082
H -4.18728 -0.94863 -2.10016
H -1.83536 -0.99755 -4.31046
H -1.59422 2.32946 0.74535
H 4.81591 -0.19593 -5.26337
H 3.07346 0.59435 3.74041
H 3.94420 -3.20780 -0.13611
H 3.17369 0.26243 -0.58477
H 2.06580 -2.60285 1.81532
H -4.01863 2.85680 -3.25947
H -1.90575 -2.43281 -0.49675
H -5.27469 1.59715 -3.08389
H 5.66741 2.80591 -7.10866
H 5.26103 0.76200 0.08556
H -2.12667 -1.08830 5.58538
H -5.44236 3.12886 -2.23073
H -3.71443 -0.89919 4.78379
H -3.10044 3.07030 2.37640
H -0.52103 -0.50537 -3.19097
H -5.57603 -1.25742 2.03410
H -2.23828 -3.72088 2.89021
H -2.04949 0.42064 -3.25475
H 6.38976 -0.53638 -0.43151
H 4.09289 3.57722 -3.19528
H 5.09512 -2.89307 1.20052
H -2.37423 0.21346 4.38245
H -3.72570 -0.69045 0.42364
H -3.73678 -2.61838 -1.65750
H -4.94476 2.55045 3.99946
H -6.17084 0.38173 3.84089
H 4.09446 0.28302 -6.82087
H 3.67538 -1.07370 3.99322
H 1.21173 0.20431 4.90342
H -0.74308 2.28203 -1.71589
H 6.57080 2.53992 -5.59926
H 5.65392 -2.78283 -0.47545
H 4.90506 2.02075 -2.88391
H 0.77437 -2.93097 2.98243
H 0.06195 -1.13431 4.61826
H -1.71805 3.77457 -1.63631
H -1.44063 -0.17521 2.45374
H 3.62606 -0.37803 2.34705
H 1.66924 -1.46473 5.31082
H 6.01695 -0.31607 1.29639
H -2.01423 2.61072 -2.94774
H -3.76456 -3.12414 3.64770
H 5.67664 4.05949 -5.84717
H 3.12380 2.10171 -2.95893
H 3.04497 -0.02988 -5.41637
H 2.45576 -2.98694 3.50606
H -4.68122 1.20130 -0.71773
```

Results
E_tot (eV): -104899.2484
⟨S²⟩: 6.0085
2S+1: 5
E_HOMO (spin up / spin down) (eV): -1.01 / -4.19
Kohn-Sham gap (spin up / spin down) (eV): 3.422 / 6.595
Total charge: -1


Formula: C27H52N4O7PS2Si2TeV
Source: OMol25
Level of theory: wB97M-V/def2-TZVPD

```
97
Properties=species:S:1:pos:R:3
Te -2.09857 1.43175 -0.78195
V -1.10027 -1.12498 -0.87524
S 6.21527 -1.59690 -0.67503
S 3.25443 -1.54549 0.89228
P 5.22110 -1.25250 0.96588
Si -2.97723 4.35499 -2.15876
Si -4.90460 -0.09307 0.31892
O -0.95150 -0.17295 0.77500
O 5.50149 0.22553 1.56126
O -1.91334 -2.43440 -2.17761
O -0.47176 -7.36651 0.59482
O 5.90606 -2.09078 2.14958
O -2.49452 -6.52837 0.28802
O -2.25599 -4.66334 -2.44153
N 0.52917 -3.23683 0.73704
N -0.29071 -2.83322 -0.24285
N 2.86301 0.30469 -5.34707
N 0.18937 -0.64790 -2.27480
C -0.30625 -0.15393 2.04218
C 4.82008 1.62381 -0.38524
C 6.90270 -1.00253 4.05648
C -1.21265 4.69538 -2.65072
C -1.83051 -3.70645 -1.84022
C -6.16679 -0.04312 1.69102
C -1.09046 -0.99596 3.03006
C 0.33466 -4.53223 1.04520
C -4.10542 5.28593 -3.32056
C -3.98256 -1.70387 0.40074
C 4.43684 -1.52371 4.10012
C 4.97291 1.50372 1.12116
C -3.28962 2.52228 -2.26315
C -0.67072 -4.99917 0.22781
C 0.60019 0.12300 -4.50583
C -0.24243 -0.18275 -3.46500
C 5.80386 -1.93994 3.58295
C 3.68507 1.82901 1.85480
C -3.28744 5.00229 -0.43892
C 1.98108 -0.03981 -4.34684
C 1.51857 -0.81738 -2.14000
C 2.43170 -0.52279 -3.12714
C -0.16602 1.27775 2.52185
C -3.75934 1.35037 0.56520
C -5.77150 0.05174 -1.31618
C -1.31986 -6.33203 0.32810
C -1.03109 -3.89608 -0.56916
H -5.15737 5.15024 -3.03673
H 1.29750 -2.63230 1.02285
H -6.45290 -0.79625 -1.46052
H 0.43416 -7.06200 0.47554
H 3.48825 -0.68608 -2.93517
H 1.87212 -1.19613 -1.19389
H -5.04031 0.03934 -2.13413
H -3.07718 -1.60461 1.00570
H -3.00477 6.06066 -0.37492
H -3.31764 1.30300 1.56630
H -0.53140 4.03076 -2.10917
H 4.51580 2.64697 -0.62616
H 6.70084 0.01433 3.71586
H -4.34838 4.91756 -0.16492
H -5.68456 -0.20969 2.66245
H 3.79221 -0.07576 -5.28057
H -4.34544 2.26458 -2.11516
H -1.22729 -2.00988 2.64438
H 3.81179 1.70987 2.93463
H -2.08154 -0.55635 3.19847
H 5.73665 2.20540 1.44810
H 7.86645 -1.31693 3.65113
H 0.18772 0.48777 -5.43979
H 3.66127 -2.22133 3.78557
H -1.06803 4.52952 -3.72700
H -3.98583 4.93710 -4.35536
H 3.40307 2.86746 1.65004
H -3.88349 6.36181 -3.29656
H -0.56771 -1.05839 3.99143
H 0.39560 1.87176 1.79718
H -2.69635 4.44740 0.29802
H -0.92463 5.72905 -2.42365
H -3.70387 -2.03552 -0.60380
H 4.16433 -0.53295 3.73220
H 0.35803 1.31413 3.48331
H 0.90969 -5.01389 1.82440
H -4.59595 -2.49263 0.85144
H -1.15645 1.73216 2.64201
H 4.05122 0.93616 -0.75057
H 2.88215 1.16863 1.52744
H 6.01650 -2.94017 3.95274
H -4.27764 2.30999 0.46623
H -1.31278 -0.08148 -3.57258
H 0.70192 -0.56570 1.96372
H -6.35608 0.97746 -1.38460
H 5.75152 1.38904 -0.89868
H -2.99932 2.15156 -3.25489
H 4.47308 -1.49608 5.19475
H -6.92099 -0.82954 1.54979
H 6.95743 -1.01266 5.14951
H 2.49792 0.34494 -6.28255
H -6.68574 0.92440 1.72947
```

Results
E_tot (eV): -128839.6196
⟨S²⟩: 0.7595
2S+1: 2
E_HOMO (spin up / spin down) (eV): -3.95 / -3.36
Kohn-Sham gap (spin up / spin down) (eV): 5.901 / 5.312
Relative energy (zero: lowest compared OMol25 entry of this formula, charge and spin) (kcal per mole): 24.91
Total charge: -1


Formula: C27H53ClIN4O6P2
Source: OMol25
Level of theory: wB97M-V/def2-TZVPD

```
94
Properties=species:S:1:pos:R:3
I -1.28598 2.66321 2.85820
Cl 1.71947 2.23507 -4.10180
P 1.16732 3.52881 0.14887
P -0.13128 2.79799 -3.10206
O 0.45402 6.82959 1.29863
O -1.82381 1.64713 -2.03143
O -4.76768 -3.05755 -2.63468
O -0.96734 -1.02143 1.30038
O 3.18176 -3.83285 2.87386
O 0.22070 4.51196 -2.71539
N -0.49859 1.84126 -1.65588
N -3.33556 -0.14772 3.03265
N -3.27004 3.75827 -2.82731
N 3.51654 -2.88291 0.56113
C 1.95848 3.04447 1.84091
C -4.79271 1.84625 2.38022
C -0.44391 -1.96165 2.28305
C 3.55286 3.23327 2.02758
C 5.50185 -4.36025 0.00321
C -0.09635 0.16305 1.09495
C 2.64807 3.18013 -1.07008
C -2.60784 1.14120 0.77177
C -0.54628 -1.53037 3.85635
C 2.91768 -3.86524 1.54024
C -0.09055 0.36907 -1.56182
C 0.88110 0.00748 -0.26690
C 1.64712 -1.44034 -0.34300
C -0.12480 6.93546 0.01093
C -3.46140 0.86388 2.10556
C 0.14994 -0.46486 -2.93225
C 2.93052 -1.47127 0.73826
C -0.40595 2.49220 -0.29111
C -3.62937 -2.90653 -1.67313
C -5.94494 -2.30586 -2.16542
C -0.99203 1.53674 0.95247
C -0.90753 -1.75141 -3.14910
C 1.85964 -4.98980 0.89914
C -2.29439 -3.77640 -2.17590
C 5.02591 -2.87665 0.61291
C -2.39328 2.77358 -2.74021
C -0.89881 -2.87400 -1.99382
H -0.99311 7.59742 0.05395
H 3.89065 3.13313 3.14341
H 1.27796 -0.80841 -3.12572
H 4.88655 -4.65881 -0.96745
H -2.41781 -4.02076 -3.31646
H 0.82674 -4.83504 1.42991
H -6.01132 -1.21613 -2.61532
H -1.99328 -1.32420 -3.29148
H -2.80336 0.27740 0.01425
H 0.01807 -3.60562 -1.96517
H -1.23595 3.35727 -0.31690
H -4.02107 -3.24101 -0.61927
H 6.63364 -4.36295 -0.29326
H 1.00120 -2.36854 -0.04522
H 0.72539 7.72463 1.56440
H -0.62122 -2.27391 -4.18380
H -5.98964 -2.18807 -0.98428
H -1.07333 -0.21628 -1.17520
H -0.44184 5.94324 -0.31873
H 5.33448 -5.23166 0.78326
H 3.75558 -0.73824 0.33760
H -1.10275 -2.95298 2.17457
H 2.58876 -1.24522 1.83558
H 4.09034 2.37637 1.39305
H 5.43414 -2.86168 1.72260
H -2.21142 -4.75522 -1.51032
H 2.15419 -1.69167 -1.36652
H 1.48714 3.84382 2.59844
H 2.27197 -6.10045 1.03938
H 3.88598 4.24363 1.52700
H -4.07528 0.00248 3.77128
H -4.99850 1.99091 3.52392
H -3.06395 2.11639 0.25059
H 0.15843 -2.28511 4.45617
H -0.05647 -0.46459 4.01571
H -1.60713 -1.64399 4.34264
H -5.69460 1.33371 1.81582
H -6.96104 -2.83962 -2.48878
H 1.70778 -4.82842 -0.26966
H 0.66560 -2.32259 2.10627
H 2.68064 2.08978 -1.47198
H 0.61411 7.33109 -0.69031
H 5.52283 -2.07565 -0.08361
H 1.65146 2.00754 2.25511
H -3.38841 -1.74498 -1.62667
H -0.10648 0.12525 -3.94226
H 1.74560 0.76061 -0.06751
H 3.70388 3.41776 -0.63155
H 2.60950 3.89865 -2.02542
H -0.98885 -2.38387 -0.93280
H 0.87376 4.81889 -3.41178
H 0.64860 0.13742 1.99267
H -4.61069 2.87536 1.82990
```

Results
E_tot (eV): -86277.7293
E_HOMO (eV): -11.35
Kohn-Sham gap (eV): 6.381
Relative energy (zero: lowest compared OMol25 entry of this formula, charge and spin) (kcal per mole): 359.42
Total charge: +1


Formula: C27H54ClF2NO6PS
Source: OMol25
Level of theory: wB97M-V/def2-TZVPD

```
93
Properties=species:S:1:pos:R:3
Cl -1.22263 -0.54748 5.29330
S -2.84655 1.42166 0.86515
P 1.28349 2.41247 1.82744
F -0.72664 4.83507 -3.95316
F -2.71853 6.09102 1.31155
O 2.42006 1.49406 1.52006
O -3.35074 1.35298 2.20647
O -1.94542 3.82024 2.12169
O 0.20187 4.60834 0.03016
O -3.46022 0.66687 -0.19606
O -2.93926 2.91983 0.34686
N 1.80430 -5.57701 -2.42572
C -0.68353 3.49197 -0.02186
C -1.14362 4.67456 2.95232
C 2.14980 -4.55866 -3.45695
C 2.67241 -6.81479 -2.55203
C -1.48512 -0.95715 2.58165
C 0.15541 3.24152 -2.46627
C 1.98457 -4.96657 -1.02928
C -2.51652 5.27645 0.21658
C 0.33198 -5.94342 -2.51195
C 3.00389 -7.28073 -3.96177
C -0.04463 2.20091 0.56175
C -1.16315 4.10077 4.36664
C -0.25633 4.87362 5.32332
C -0.77838 0.36044 2.25786
C -3.82043 5.22382 -0.55349
C -1.96609 3.90516 0.73566
C 1.84610 -7.79182 -4.81767
C 0.57575 -0.71361 -0.21223
C -0.82823 -0.05386 -0.24623
C 1.24820 4.69624 5.09385
C -0.11445 -6.12277 -1.07512
C -0.92938 -1.58368 3.85823
C 0.60845 -4.97591 -0.37438
C -1.04926 3.22946 -1.50550
C -1.03409 0.99812 0.87839
C 1.23618 -0.77509 -1.60453
C 0.36962 4.58223 -3.14797
H 2.15797 -7.59624 -1.99176
H 1.55950 5.10416 4.12831
H 1.26307 4.56987 -3.77742
H -1.08326 1.07621 3.02682
H -0.14719 4.83416 2.53624
H 3.21500 -4.34793 -3.40334
H -0.49483 5.94286 5.24399
H -1.19641 -6.07320 -0.98001
H 2.32362 -0.82062 -1.47689
H -1.59996 -0.81811 -0.16548
H 0.71754 2.25284 3.08780
H 1.58027 -3.65970 -3.23659
H -4.62719 4.85020 0.07855
H 0.21172 -7.08795 -0.68291
H 0.60192 1.82376 -0.24257
H 0.22347 -6.82386 -3.13555
H 1.26550 -0.14863 0.42365
H 2.69938 -5.57781 -0.48664
H -0.96333 0.41474 -1.22077
H -2.19677 4.20358 4.72142
H 1.64752 3.76153 1.80121
H 2.22864 -8.17791 -5.76054
H 1.09240 2.92495 -1.99218
H -3.74235 4.63846 -1.46839
H 0.09480 -4.03042 -0.55795
H -1.73632 4.01042 -1.84816
H 1.31512 -8.60591 -4.32087
H -0.96104 3.02580 4.37422
H 1.12237 -7.01437 -5.06659
H 0.67798 -5.11235 0.70254
H -1.34145 -1.70452 1.79209
H -0.04718 2.51557 -3.26327
H 3.55607 -6.50547 -4.49497
H 0.48521 -1.72844 0.18891
H -1.74629 5.75236 -0.38937
H -1.59970 2.29673 -1.60746
H 0.15134 -1.72460 3.80824
H 2.39092 -3.96402 -1.13558
H 1.88107 -4.93009 -4.44120
H 0.45629 5.40237 -2.43245
H -1.61550 5.65741 3.00195
H -4.05984 6.25423 -0.83509
H 0.30228 0.18674 2.36240
H -0.49391 4.58036 6.35101
H -1.42394 -2.53173 4.07730
H 0.93404 -1.67131 -2.15554
H 3.60056 -6.58385 -2.03200
H 1.54424 3.64630 5.16877
H 1.01417 0.12584 -2.17873
H 1.10471 4.32439 -0.10600
H -0.18054 -5.10241 -2.97646
H 3.71785 -8.09482 -3.82198
H -2.55476 -0.80212 2.71467
H 1.80631 5.24737 5.85778
```

Results
E_tot (eV): -80724.9470
E_HOMO (eV): -11.76
Kohn-Sham gap (eV): 9.355
Total charge: +1